{"formula": "C16H40NO6P", "method": "the ωB97M-V functional and the def2-TZVPD basis", "total_charge": 0, "largest_force_ha_per_bohr": 0.014, "homo_ev": -9.11, "energy_ev": -40303.5434, "homo_lumo_gap_ev": 9.71, "smiles": "N=[PH2][C@@H]1CCC(=O)O1.CC(C)O.CC(C)O.CC(C)O.CC(C)O", "species": ["N", "P", "C", "C", "C", "C", "O", "O", "H", "H", "H", "H", "H", "H", "H", "H", "C", "C", "C", "O", "H", "H", "H", "H", "H", "H", "H", "H", "C", "C", "C", "O", "H", "H", "H", "H", "H", "H", "H", "H", "C", "C", "C", "O", "H", "H", "H", "H", "H", "H", "H", "H", "C", "C", "C", "O", "H", "H", "H", "H", "H", "H", "H", "H"], "positions_angstrom": [[2.26575, 1.07023, 0.70557], [1.61068, 1.76563, -0.52734], [-0.20009, 1.53202, -0.75545], [-1.12221, 2.74578, -0.73393], [-2.46283, 2.09064, -0.37898], [-2.06961, 0.73532, 0.17442], [-2.76006, -0.18275, 0.48983], [-0.70222, 0.68574, 0.30219], [2.96989, 0.40348, 0.41392], [1.69306, 3.17327, -0.54246], [2.11257, 1.36010, -1.77609], [-0.34412, 0.99975, -1.70096], [-1.11414, 3.27286, -1.68310], [-0.82183, 3.43758, 0.05447], [-3.15126, 1.96974, -1.21224], [-2.98812, 2.63309, 0.40654], [-0.39104, -3.60009, -1.39491], [0.56951, -2.56366, -1.95066], [1.92460, -2.61199, -1.26491], [0.00271, -1.25370, -1.85069], [-0.56675, -3.42734, -0.32948], [-1.35196, -3.54163, -1.90682], [0.01116, -4.60763, -1.51376], [0.69909, -2.73070, -3.02233], [1.81306, -2.40445, -0.19677], [2.59497, -1.86475, -1.69167], [2.38620, -3.59385, -1.37743], [-0.14974, -1.08909, -0.90789], [-0.88308, 0.30931, 3.66609], [-1.79573, 0.60310, 4.84199], [-2.54364, -0.63420, 5.31020], [-2.71063, 1.65458, 4.52235], [-1.47245, -0.04400, 2.81532], [-0.34134, 1.20351, 3.35754], [-0.15401, -0.46547, 3.90759], [-1.20750, 1.00379, 5.67107], [-3.16604, -1.02465, 4.49956], [-3.18811, -0.39625, 6.15621], [-1.85012, -1.42187, 5.60833], [-3.26859, 1.34110, 3.80090], [-1.34802, -3.14561, -5.51260], [-0.58630, -4.18514, -6.31542], [-1.51201, -5.16276, -7.01945], [0.34831, -4.87479, -5.48414], [-1.94118, -3.63274, -4.73256], [-0.65342, -2.45898, -5.02841], [-2.02662, -2.56731, -6.14102], [0.03885, -3.68304, -7.05732], [-2.11856, -5.70145, -6.28534], [-0.93683, -5.89100, -7.59034], [-2.19016, -4.64282, -7.69757], [-0.15032, -5.34614, -4.80669], [3.19154, 5.34806, 4.67291], [2.41073, 4.66537, 3.56293], [3.03558, 3.35404, 3.12601], [2.24955, 5.54466, 2.44331], [4.20722, 5.57351, 4.33356], [2.71155, 6.28166, 4.96528], [3.26750, 4.70358, 5.54988], [1.38844, 4.48337, 3.90364], [4.04668, 3.52732, 2.74194], [2.45556, 2.89092, 2.33029], [3.10660, 2.64783, 3.95466], [3.12929, 5.73892, 2.10021]]}